{
  "formula": "C32H88N8O8",
  "method": "ωB97M-V/def2-TZVPD",
  "largest_force_ev_per_a": 3.62,
  "lumo_ev": 0.31,
  "gap_ev": 9.26,
  "smiles": "COC[C@H](C)N.COC[C@H](C)N.COC[C@H](C)N.COC[C@H](C)N.COC[C@H](C)N.COC[C@H](C)N.COC[C@H](C)N.COC[C@H](C)N",
  "e_homo_ha": -0.3288,
  "e_tot_ev": -62902.3598,
  "symbols": ["C", "O", "C", "C", "C", "N", "H", "H", "H", "H", "H", "H", "H", "H", "H", "H", "H", "C", "O", "C", "C", "C", "N", "H", "H", "H", "H", "H", "H", "H", "H", "H", "H", "H", "C", "O", "C", "C", "C", "N", "H", "H", "H", "H", "H", "H", "H", "H", "H", "H", "H", "C", "O", "C", "C", "C", "N", "H", "H", "H", "H", "H", "H", "H", "H", "H", "H", "H", "C", "O", "C", "C", "C", "N", "H", "H", "H", "H", "H", "H", "H", "H", "H", "H", "H", "C", "O", "C", "C", "C", "N", "H", "H", "H", "H", "H", "H", "H", "H", "H", "H", "H", "C", "O", "C", "C", "C", "N", "H", "H", "H", "H", "H", "H", "H", "H", "H", "H", "H", "C", "O", "C", "C", "C", "N", "H", "H", "H", "H", "H", "H", "H", "H", "H", "H", "H"],
  "positions_angstrom": [[5.6559, -4.2207, 2.8146], [5.3698, -5.1004, 3.8847], [5.0708, -4.3809, 5.1029], [4.1019, -5.2690, 5.9339], [2.8811, -5.9018, 5.2958], [3.6920, -4.6512, 7.2370], [6.6161, -3.7118, 2.8998], [4.8217, -3.6173, 2.4567], [5.8576, -4.8982, 1.9849], [6.0736, -4.3441, 5.5287], [4.6852, -3.3851, 4.8846], [4.5948, -6.1715, 6.2955], [2.3435, -6.5468, 5.9909], [3.2174, -6.6195, 4.5475], [2.2558, -5.1969, 4.7480], [4.5595, -4.4107, 7.6949], [3.2628, -5.3385, 7.8400], [-3.7518, -3.6525, 6.5153], [-3.5549, -3.2659, 5.1433], [-4.4419, -2.2342, 4.5686], [-4.2969, -0.8061, 5.0956], [-5.0249, 0.3012, 4.3020], [-2.9415, -0.4612, 5.3288], [-2.9403, -4.3539, 6.7090], [-4.6022, -4.3054, 6.7118], [-3.7952, -2.9004, 7.3031], [-4.1419, -2.2748, 3.5215], [-5.4845, -2.5389, 4.6593], [-4.7509, -0.8341, 6.0862], [-6.0984, 0.2577, 4.4855], [-4.8856, 0.0347, 3.2543], [-4.8287, 1.3695, 4.3932], [-2.7309, 0.0641, 6.1653], [-2.5050, -1.3707, 5.2810], [-6.0210, 4.2993, -1.4445], [-7.3670, 3.9045, -1.0067], [-8.1673, 3.8281, -2.1721], [-9.6854, 3.4733, -1.9298], [-10.3487, 3.4560, -3.3701], [-10.2937, 4.4886, -1.1028], [-5.9618, 5.1247, -2.1540], [-5.4610, 3.5871, -2.0507], [-5.2910, 4.5502, -0.6750], [-8.1913, 4.8419, -2.5716], [-7.6997, 3.2004, -2.9307], [-9.8006, 2.4990, -1.4549], [-10.1677, 4.4390, -3.8050], [-11.4330, 3.3458, -3.3763], [-9.8922, 2.6048, -3.8751], [-11.1472, 4.2113, -0.6394], [-9.6140, 4.5207, -0.3564], [-1.9538, 0.2032, -8.8725], [-1.1648, -0.9175, -8.8362], [0.0992, -0.7911, -9.5354], [0.9796, -2.1178, -9.3417], [1.3555, -2.4546, -7.8379], [2.2346, -1.9818, -9.9840], [-2.9585, -0.1358, -8.6197], [-2.0822, 0.4678, -9.9221], [-1.6523, 1.0748, -8.2916], [0.0583, -0.5059, -10.5867], [0.6044, 0.0258, -9.0202], [0.2994, -2.8711, -9.7394], [0.5235, -2.6519, -7.1619], [1.9900, -1.7124, -7.3535], [1.8932, -3.3973, -7.9394], [2.7478, -1.1721, -9.6659], [2.0849, -1.8076, -10.9676], [2.1964, 7.8470, 6.0595], [1.2484, 7.5509, 5.0777], [1.2432, 6.2096, 4.5326], [2.3676, 5.9039, 3.5122], [2.0460, 6.3580, 2.1371], [2.7929, 4.4730, 3.4380], [3.1603, 7.5553, 5.6425], [2.0158, 7.2400, 6.9467], [2.2721, 8.8513, 6.4763], [1.2707, 5.4631, 5.3263], [0.2947, 5.9411, 4.0676], [3.2235, 6.4763, 3.8698], [1.7231, 7.3848, 1.9654], [1.4799, 5.6152, 1.5750], [2.9868, 6.3284, 1.5874], [2.9204, 4.2234, 4.4083], [1.9772, 3.9536, 3.1465], [-1.0182, 0.5594, -3.2117], [-0.5127, 1.0406, -2.0127], [-0.1758, 0.0098, -1.0929], [0.7857, 0.6993, -0.0867], [1.2220, -0.2217, 1.0263], [0.0797, 1.8193, 0.5896], [-0.3343, -0.1627, -3.6576], [-0.9498, 1.4813, -3.7893], [-2.0442, 0.1955, -3.1574], [-1.1515, -0.3426, -0.7585], [0.3554, -0.8154, -1.5671], [1.6956, 1.0004, -0.6058], [0.5631, -0.3709, 1.8816], [2.1576, 0.1421, 1.4510], [1.4655, -1.1885, 0.5855], [-0.6213, 2.1703, -0.0472], [-0.5049, 1.4453, 1.3234], [-0.7009, -5.1014, -0.2708], [-0.8199, -4.4603, -1.5292], [-0.7026, -5.2726, -2.7472], [-2.0580, -5.4706, -3.4708], [-1.9760, -6.3468, -4.7136], [-2.7176, -4.1559, -3.5664], [0.3116, -5.5037, -0.2391], [-1.4594, -5.8808, -0.1977], [-0.8632, -4.4040, 0.5511], [0.0772, -4.9477, -3.4361], [-0.3591, -6.2750, -2.4918], [-2.7109, -5.9746, -2.7582], [-3.0009, -6.6062, -4.9789], [-1.5688, -7.3116, -4.4112], [-1.5554, -5.7904, -5.5513], [-2.3596, -3.6920, -4.3890], [-2.3298, -3.6016, -2.8164], [6.2908, 0.5729, -1.3162], [7.2112, 1.5359, -0.8452], [6.8729, 2.1935, 0.3410], [7.7465, 3.4133, 0.5527], [9.2602, 3.1948, 0.6170], [7.3889, 4.0839, 1.7658], [5.2823, 0.9131, -1.5514], [6.4510, -0.2270, -0.5933], [6.7136, -0.0216, -2.1261], [5.8617, 2.5989, 0.3046], [6.7053, 1.5274, 1.1873], [7.4193, 4.1145, -0.2150], [9.6740, 4.1287, 0.9974], [9.5710, 3.0274, -0.4143], [9.4806, 2.3352, 1.2499], [6.3957, 4.2569, 1.8272], [7.4369, 3.4168, 2.5225]],
  "lowdin_charge": [-0.13, -0.21, -0.15, -0.41, -0.07, 0.01, 0.09, 0.09, 0.08, 0.12, 0.12, 0.12, 0.08, 0.07, 0.08, 0.06, 0.06, -0.11, -0.20, -0.15, -0.48, -0.06, 0.04, 0.08, 0.08, 0.08, 0.12, 0.13, 0.12, 0.07, 0.07, 0.07, 0.08, 0.06, -0.10, -0.17, -0.23, -0.42, -0.06, 0.03, 0.08, 0.08, 0.08, 0.12, 0.12, 0.13, 0.07, 0.07, 0.07, 0.07, 0.06, -0.16, -0.20, -0.16, -0.41, -0.05, 0.02, 0.09, 0.08, 0.09, 0.11, 0.11, 0.13, 0.06, 0.07, 0.07, 0.08, 0.07, -0.12, -0.18, -0.17, -0.45, -0.08, 0.05, 0.07, 0.08, 0.09, 0.11, 0.12, 0.12, 0.09, 0.08, 0.07, 0.06, 0.06, -0.13, -0.22, -0.19, -0.40, -0.08, 0.04, 0.09, 0.09, 0.09, 0.13, 0.12, 0.13, 0.08, 0.07, 0.07, 0.05, 0.06, -0.10, -0.23, -0.17, -0.45, -0.05, 0.04, 0.08, 0.09, 0.09, 0.12, 0.11, 0.13, 0.08, 0.08, 0.08, 0.06, 0.05, -0.10, -0.18, -0.24, -0.46, -0.05, 0.02, 0.09, 0.08, 0.08, 0.12, 0.12, 0.14, 0.08, 0.07, 0.08, 0.07, 0.07]
}


{
  "formula": "C44H38EuN5O4Sb",
  "method": "ωB97M-V/def2-TZVPD",
  "largest_force_ev_per_a": 1.90,
  "lumo_ev": [0.34, 0.34],
  "multiplicity": 8,
  "gap_ev": [6.98, 8.49],
  "e_homo_ha": [-0.2441, -0.2996],
  "e_tot_ev": -87754.8016,
  "symbols": ["Eu", "C", "C", "C", "C", "C", "C", "C", "N", "N", "C", "C", "C", "C", "C", "C", "N", "C", "C", "C", "C", "C", "C", "N", "H", "H", "H", "H", "H", "H", "H", "H", "H", "H", "H", "H", "H", "H", "H", "H", "H", "H", "H", "H", "O", "C", "O", "C", "C", "C", "C", "C", "N", "C", "O", "O", "H", "H", "H", "C", "C", "C", "C", "C", "C", "Sb", "C", "C", "C", "C", "C", "C", "C", "C", "C", "C", "C", "C", "H", "H", "H", "H", "H", "H", "H", "H", "H", "H", "H", "H", "H", "H", "H"],
  "positions_angstrom": [[-0.6679, 0.5609, 1.0759], [2.4295, 2.4631, 2.2666], [2.7947, 1.6751, 1.0193], [3.0066, 0.1974, 1.2755], [4.2789, -0.3414, 1.4710], [4.4341, -1.6803, 1.7672], [3.2896, -2.4130, 1.9819], [2.0430, -1.8095, 1.7837], [1.9192, -0.5450, 1.4224], [1.0142, 2.8089, 2.2807], [0.6987, 3.8487, 1.3165], [-0.8094, 3.9581, 1.0939], [-1.3278, 4.8704, 0.1968], [-2.6648, 4.8453, -0.0929], [-3.4659, 3.9763, 0.6016], [-2.9066, 3.1416, 1.5332], [-1.5820, 3.1034, 1.7578], [0.6505, 3.2502, 3.6126], [0.4636, 2.0562, 4.5351], [0.4835, 2.1916, 5.9173], [0.3042, 1.0837, 6.7060], [0.0278, -0.1229, 6.0731], [-0.0035, -0.1773, 4.6816], [0.2048, 0.8987, 3.9174], [3.0434, 3.3406, 2.3676], [2.6334, 1.8057, 3.1219], [3.7374, 2.0798, 0.5948], [2.0661, 1.8106, 0.2337], [5.1324, 0.3296, 1.3969], [5.4091, -2.0719, 1.9460], [3.3432, -3.4761, 2.2461], [1.1221, -2.3674, 1.9459], [1.1194, 3.5353, 0.3494], [1.0977, 4.8410, 1.5948], [-0.6365, 5.5496, -0.2781], [-3.1284, 5.4817, -0.8330], [-4.5468, 3.8662, 0.3923], [-3.4795, 2.4240, 2.0939], [-0.2996, 3.7803, 3.5596], [1.4242, 3.8977, 4.0370], [0.7242, 3.1428, 6.3819], [0.3518, 1.1151, 7.7904], [-0.2347, -1.0272, 6.5997], [-0.2798, -1.0912, 4.1559], [-3.5524, -2.7694, 2.9257], [-2.8501, -2.0429, 2.2149], [-1.6350, -1.6432, 2.3707], [-3.4830, -1.4054, 0.9368], [-4.7680, -1.7011, 0.5025], [-5.2797, -1.1306, -0.6468], [-4.5385, -0.1659, -1.3081], [-3.2877, 0.1496, -0.8012], [-2.8035, -0.4664, 0.2630], [-2.5363, 1.3485, -1.4578], [-3.1720, 1.9377, -2.3076], [-1.3636, 1.6057, -0.9888], [-5.3148, -2.4351, 1.0896], [-6.2900, -1.3805, -0.9218], [-4.9096, 0.3161, -2.1669], [3.8500, -4.6062, -2.4293], [4.1980, -3.3177, -2.0556], [3.1906, -2.3478, -1.9292], [1.8642, -2.6636, -2.2324], [1.5363, -3.9701, -2.5949], [2.5330, -4.9366, -2.6705], [0.3601, -1.1795, -1.8769], [-1.3575, -2.2570, -2.5181], [-1.8127, -3.1878, -1.5578], [-2.8778, -4.0246, -1.8718], [-3.5122, -3.9875, -3.1003], [-3.0564, -3.0761, -4.0529], [-2.0222, -2.2004, -3.7585], [0.9809, 0.1880, -3.3869], [2.0698, 0.9879, -3.0177], [2.5808, 1.9248, -3.8966], [2.0327, 2.0713, -5.1577], [0.9769, 1.2649, -5.5349], [0.4501, 0.3288, -4.6655], [4.5817, -5.3976, -2.4363], [5.2576, -3.0917, -1.8052], [3.4932, -1.3219, -1.6392], [0.5225, -4.2303, -2.8794], [2.2367, -5.9505, -2.9176], [-1.3391, -3.2697, -0.5905], [-3.2238, -4.7333, -1.1059], [-4.3137, -4.6735, -3.3140], [-3.5318, -3.0309, -5.0405], [-1.7298, -1.4500, -4.4587], [2.4913, 0.8370, -2.0424], [3.4446, 2.5337, -3.6320], [2.4234, 2.8161, -5.8640], [0.5925, 1.2822, -6.5452], [-0.3197, -0.3541, -5.0168]],
  "lowdin_charge": [1.53, -0.18, -0.13, -0.30, -0.02, -0.06, -0.05, -0.13, 0.03, -0.22, -0.13, -0.28, -0.02, -0.05, -0.06, -0.13, 0.03, -0.15, -0.26, -0.03, -0.07, -0.05, -0.12, 0.07, 0.12, 0.13, 0.13, 0.08, 0.12, 0.10, 0.12, 0.11, 0.13, 0.14, 0.12, 0.12, 0.13, 0.11, 0.12, 0.13, 0.12, 0.11, 0.10, 0.09, 0.01, -0.62, -0.19, -0.18, -0.01, -0.04, 0.00, -0.21, 0.02, -0.65, 0.03, -0.25, 0.12, 0.11, 0.10, -0.11, -0.09, -0.15, -0.37, -0.12, -0.09, 1.52, -0.38, -0.16, -0.09, -0.09, -0.08, -0.11, -0.37, -0.15, -0.09, -0.09, -0.09, -0.10, 0.10, 0.11, 0.09, 0.09, 0.10, 0.09, 0.12, 0.10, 0.11, 0.06, 0.06, 0.10, 0.11, 0.10, 0.08]
}


{
  "formula": "C3H2ClFO2",
  "method": "ωB97M-V/def2-TZVPD",
  "largest_force_ev_per_a": 9.87,
  "lumo_ev": -0.44,
  "gap_ev": 9.34,
  "smiles": "O=CO/C=C(\\F)Cl",
  "e_homo_ha": -0.3593,
  "e_tot_ev": -22474.6117,
  "symbols": ["O", "C", "O", "C", "C", "F", "Cl", "H", "H"],
  "positions_angstrom": [[2.6809, -0.2610, 1.0839], [2.3905, -1.1227, -0.0239], [1.1166, -1.1645, -0.4439], [0.5003, -0.0002, -0.1789], [-0.8764, 0.0945, -0.0643], [-1.8060, -0.9435, -0.4269], [-1.7775, 1.6032, 0.0462], [2.9237, -1.9493, -0.6317], [1.0813, 0.7610, 0.1695]],
  "lowdin_charge": [-0.09, -0.09, 0.02, -0.15, -0.55, -0.06, 0.67, 0.17, 0.08]
}